Here is C17H26FeN7O8P as an isolated structure from the Open Molecules 2025 dataset. Energies are from ωB97M-V with the def2-TZVPD basis set.

The geometry in XYZ format:
```
60
C17H26FeN7O8P (ωB97M-V with the def2-TZVPD basis set)
Fe -0.34991 0.16551 0.39273
N -1.26107 1.86163 1.00285
N -0.43568 2.99823 0.84640
C 0.81752 2.78284 0.33034
N 1.62321 3.84517 0.24408
N 1.09056 1.56905 -0.08032
N 2.31199 1.41615 -0.73466
O 3.37074 1.90268 -0.28025
O 2.37685 0.16494 -1.29834
H -2.12721 2.00363 0.49160
H -1.46888 1.70735 1.98872
H -0.52223 3.71260 1.55310
H 1.27508 4.76888 0.42602
H 2.60198 3.67837 0.05886
O -3.54247 -2.14917 0.63699
C -2.68666 -1.33284 0.36711
O -1.83256 -0.81604 1.18389
C -2.58073 -0.79442 -1.05488
C -3.52903 -1.21888 -2.00109
C -3.44990 -0.73194 -3.26830
C -2.42044 0.17708 -3.59747
C -2.29157 0.71229 -4.90119
C -1.28835 1.58616 -5.19740
C -0.37033 1.96058 -4.19458
C -0.47129 1.46074 -2.92755
C -1.50005 0.55399 -2.59004
N -1.60060 0.05284 -1.31192
H -4.28689 -1.91587 -1.67504
H -4.16172 -1.02694 -4.02972
H -3.00753 0.41230 -5.65610
H -1.19258 1.99254 -6.19498
H 0.42795 2.65082 -4.43418
H 0.23506 1.74581 -2.16963
N 0.74300 -3.60333 -1.26032
C 1.15282 -2.41359 -0.79945
O 0.34526 -1.64075 -0.29066
C 2.63555 -2.13512 -0.92140
C 3.02270 -0.77263 -0.41173
H -0.23513 -3.83890 -1.20600
H 1.37866 -4.25397 -1.68689
H 2.93307 -2.24993 -1.96601
H 3.17607 -2.89665 -0.35276
H 4.10076 -0.62612 -0.45284
H 2.67512 -0.60436 0.60943
C 2.54602 0.76143 3.97255
O 1.88293 0.76719 2.69275
P 0.55891 -0.07155 2.42301
O 0.98166 -1.50888 2.97924
C 0.27390 -2.72944 2.67042
O -0.43345 0.52558 3.55275
C -1.32884 -0.30932 4.31850
H 2.97308 -0.22064 4.16366
H 1.84286 1.02410 4.76139
H 3.33340 1.50629 3.91356
H -0.04820 -3.17163 3.61050
H 0.97107 -3.40317 2.17570
H -0.58576 -2.53688 2.03269
H -1.88629 0.35651 4.97079
H -0.75498 -1.00970 4.92316
H -2.00745 -0.84067 3.65292
```

The highest occupied orbital energy (alpha / beta) is -10.97 / -11.42 eV. Its spin multiplicity is 2. The net charge is +1. The total energy comes out at -88532.647 eV. The value obtained for the energy above the lowest of the compared OMol25 structures with the same formula, charge and spin is 0.0 kcal/mol. Its gap between HOMO and LUMO (alpha / beta) is 8.3 / 8.4 eV.